# C6H15AgN4O11S2

A structure of composition C6H15AgN4O11S2 in a non-equilibrium geometry (the ωB97M-V functional and the def2-TZVPD basis, the Open Molecules 2025 dataset).

Summary:
- HOMO energy (alpha / beta) (Eh) = -0.17743 / -0.15945
- total charge = -1
- 2S+1 = 2
- lowest unoccupied orbital energy (alpha / beta) (eV) = 1.9 / -0.5
- orbital gap (alpha / beta) (eV) = 6.744 / 3.858
- energy (Eh) = -2227.113023

Last column: Löwdin charge in e.
Atoms and positions in Å:
Ag 0.248 23.976 -5.920  0.761
N 0.743 20.887 -5.817  -0.610
O 0.427 21.518 -6.771  0.006
O 1.572 21.366 -5.016  0.086
O 0.077 19.859 -5.552  0.002
N 3.095 24.693 -4.934  -0.680
O 2.717 24.657 -6.100  -0.099
O 3.279 25.687 -4.327  -0.001
O 3.162 23.582 -4.329  -0.056
N -0.472 22.157 -2.467  -0.666
O -0.548 22.981 -3.335  0.016
O -1.349 22.115 -1.663  0.053
O 0.537 21.457 -2.301  0.095
C 1.738 28.229 -6.844  -0.036
C 0.657 27.325 -6.350  -0.286
N -0.200 26.704 -6.028  0.143
H 1.840 28.901 -5.991  0.078
H 1.363 28.653 -7.775  0.072
H 2.736 27.811 -6.974  0.084
C -1.791 25.913 -9.044  -0.276
S -0.020 25.542 -9.343  0.883
O 0.559 24.760 -8.117  -0.608
C -0.338 24.412 -10.774  -0.252
H -2.421 25.087 -8.714  0.025
H -2.292 26.474 -9.833  0.046
H -1.942 26.596 -8.208  0.037
H -0.942 25.055 -11.414  0.034
H -0.928 23.568 -10.416  0.051
H 0.490 23.998 -11.348  0.051
C -2.826 21.332 -5.729  -0.200
S -3.198 23.147 -6.160  0.922
O -1.798 23.619 -6.681  -0.657
C -4.067 22.680 -7.685  -0.288
H -3.762 20.789 -5.595  0.046
H -2.388 21.313 -4.731  0.040
H -2.179 20.973 -6.530  0.046
H -4.905 22.025 -7.449  0.047
H -3.348 22.126 -8.288  0.055
H -4.413 23.526 -8.279  0.040